The following is a DFT calculation (ωB97M-V with the def2-TZVPD basis set) of 12 unconnected molecules or ions with the total composition C32H88O12.

Each line ends with the Mulliken charge.
Element x y z (Å)
1 C 0.957 2.668 -4.657  -0.94
2 C -0.310 2.101 -5.327  0.64
3 C -0.052 0.930 -6.263  -1.37
4 O -1.209 1.725 -4.286  -0.54
5 H 1.266 1.928 -3.914  -0.02
6 H 0.664 3.571 -4.121  0.34
7 H 1.838 2.808 -5.282  0.43
8 H -0.707 2.858 -6.013  0.33
9 H 0.604 1.167 -7.100  0.49
10 H -0.988 0.572 -6.697  0.35
11 H 0.382 0.067 -5.751  0.13
12 H -1.563 2.533 -3.900  0.27
13 C 0.176 -1.015 1.115  -2.22
14 C -0.230 -0.546 -0.295  2.36
15 C 0.860 0.150 -1.082  -1.22
16 O -0.750 -1.665 -1.011  -0.04
17 H -0.674 -1.285 1.746  0.37
18 H 0.690 -0.236 1.680  0.55
19 H 0.696 -1.964 0.959  0.24
20 H -1.078 0.138 -0.149  -0.85
21 H 1.616 -0.582 -1.386  0.37
22 H 1.424 0.855 -0.468  0.36
23 H 0.451 0.668 -1.946  0.01
24 H -0.384 -1.654 -1.922  -0.20
25 C -5.740 1.987 -0.134  -0.82
26 C -5.726 0.684 -0.947  0.42
27 C -4.582 -0.180 -0.389  -1.45
28 O -6.965 0.002 -0.712  -0.61
29 H -6.065 1.766 0.882  0.19
30 H -6.415 2.722 -0.576  0.42
31 H -4.745 2.441 -0.151  0.07
32 H -5.537 0.956 -1.987  0.29
33 H -3.591 0.192 -0.652  0.11
34 H -4.560 -1.188 -0.823  0.49
35 H -4.771 -0.321 0.677  0.73
36 H -6.721 -0.795 -0.235  0.35
37 C -1.549 -3.190 -4.350  -1.57
38 C -1.851 -1.696 -4.399  1.18
39 C -3.157 -1.308 -3.741  -1.21
40 O -0.790 -1.057 -3.670  0.13
41 H -0.649 -3.355 -4.953  0.40
42 H -2.396 -3.788 -4.689  0.40
43 H -1.223 -3.639 -3.406  0.12
44 H -1.812 -1.438 -5.461  0.24
45 H -3.351 -0.248 -3.581  0.35
46 H -3.327 -1.807 -2.784  -0.11
47 H -3.969 -1.707 -4.365  0.53
48 H -0.947 -0.094 -3.739  -0.42
49 C 5.072 -1.048 5.580  -1.43
50 C 4.775 -0.733 4.124  0.68
51 C 3.390 -1.238 3.714  -0.54
52 O 4.868 0.670 3.927  -0.59
53 H 4.290 -0.703 6.252  0.30
54 H 6.030 -0.600 5.857  0.40
55 H 5.279 -2.117 5.666  0.35
56 H 5.495 -1.322 3.538  0.18
57 H 3.424 -2.325 3.619  0.23
58 H 3.003 -0.776 2.805  0.11
59 H 2.668 -1.029 4.507  -0.04
60 H 4.501 0.821 3.045  0.24
61 C 6.050 2.905 -0.209  -1.36
62 C 4.586 2.622 0.121  0.31
63 C 3.767 2.795 -1.177  -0.51
64 O 4.530 1.240 0.509  -0.39
65 H 6.347 2.297 -1.068  0.34
66 H 6.753 2.667 0.590  0.35
67 H 6.259 3.939 -0.499  0.39
68 H 4.102 3.172 0.922  0.36
69 H 4.097 2.070 -1.923  0.06
70 H 3.938 3.802 -1.565  0.52
71 H 2.699 2.644 -1.022  -0.25
72 H 4.904 0.676 -0.172  0.26
73 C -2.849 0.345 3.089  -0.69
74 C -3.086 1.637 2.323  2.06
75 C -4.148 2.524 2.978  -1.67
76 O -1.876 2.394 2.152  -0.30
77 H -2.948 0.472 4.168  0.39
78 H -1.871 -0.079 2.871  -0.12
79 H -3.570 -0.387 2.716  0.22
80 H -3.428 1.424 1.306  -1.26
81 H -5.163 2.137 3.021  0.36
82 H -4.198 3.488 2.465  0.32
83 H -3.754 2.747 3.977  0.48
84 H -1.627 2.740 3.019  0.23
85 C -1.308 5.593 0.615  -1.37
86 C -1.518 4.554 -0.483  0.27
87 C -0.231 3.724 -0.652  -0.82
88 O -2.673 3.816 -0.156  -0.49
89 H -2.142 6.289 0.737  0.35
90 H -0.414 6.213 0.514  0.39
91 H -1.285 5.083 1.583  0.23
92 H -1.709 5.087 -1.418  0.41
93 H 0.565 4.372 -1.036  0.55
94 H -0.310 2.943 -1.409  -0.15
95 H 0.128 3.338 0.303  0.28
96 H -2.605 3.417 0.726  0.18
97 C -1.522 -2.732 5.609  -1.12
98 C -0.349 -1.978 6.175  0.76
99 C 0.041 -0.829 5.248  -1.10
100 O -0.807 -1.458 7.420  -0.57
101 H -1.833 -3.573 6.232  0.34
102 H -1.367 -3.275 4.668  0.14
103 H -2.321 -2.045 5.329  0.27
104 H 0.530 -2.595 6.392  0.16
105 H -0.861 -0.210 5.143  0.52
106 H 0.300 -1.009 4.206  -0.18
107 H 0.738 -0.133 5.723  0.49
108 H -0.279 -0.712 7.716  0.32
109 C 3.043 -2.923 -3.573  -1.05
110 C 3.840 -1.900 -4.331  0.25
111 C 3.354 -0.496 -3.991  -0.18
112 O 5.236 -1.987 -4.103  -0.56
113 H 1.957 -2.789 -3.570  0.01
114 H 3.308 -3.017 -2.510  0.34
115 H 3.127 -3.947 -3.957  0.38
116 H 3.574 -2.109 -5.374  0.30
117 H 3.853 0.272 -4.588  0.46
118 H 3.779 -0.225 -3.012  -0.18
119 H 2.269 -0.437 -3.927  -0.13
120 H 5.340 -2.229 -3.175  0.36
121 C 1.015 -4.211 3.374  -0.06
122 O 1.179 -4.927 2.172  -0.56
123 H 0.285 -4.735 3.993  0.40
124 H 1.939 -4.100 3.936  0.26
125 H 0.639 -3.206 3.168  -0.29
126 H 0.542 -4.691 1.490  0.31
127 C -2.349 -4.745 -0.434  -0.63
128 O -1.500 -3.996 0.431  -0.42
129 H -1.767 -5.069 -1.303  0.26
130 H -2.751 -5.619 0.066  0.29
131 H -3.136 -4.092 -0.822  0.13
132 H -1.095 -3.304 -0.121  0.35

- Energy relative to the best compared isomer or geometry (same formula, charge and spin): 2.033 eV
- HOMO-LUMO gap: 10.188 eV
- Charge: 0

=====

The following is a DFT calculation (ωB97M-V with the def2-TZVPD basis set) of a molecular structure, C32H89InN7NaO13S.

Each line ends with the Mulliken charge.
Element x y z (Å)
1 In 2.014 -0.427 -7.879  0.99
2 Na 0.208 6.160 -4.887  1.00
3 S 0.786 0.400 -1.631  1.33
4 O 1.893 1.043 -0.941  -0.37
5 O 0.355 1.266 -2.737  -0.41
6 O 1.326 -0.796 -2.314  -0.37
7 O -0.371 0.170 -0.795  -0.39
8 C 4.576 -6.339 2.727  -1.28
9 C 4.007 -7.422 1.791  0.24
10 C 3.650 -8.683 2.702  -0.65
11 O 4.827 -9.164 3.388  -0.31
12 C 4.757 -10.525 3.824  -0.73
13 N 2.929 -6.902 1.030  -0.66
14 H 4.862 -5.478 2.123  0.42
15 H 5.487 -6.793 3.117  0.34
16 H 3.885 -6.018 3.507  0.32
17 H 4.799 -7.872 1.194  0.29
18 H 3.255 -9.377 1.959  0.38
19 H 2.822 -8.449 3.370  0.37
20 H 5.514 -10.793 4.561  0.26
21 H 4.817 -11.192 2.964  0.28
22 H 3.873 -10.599 4.458  0.31
23 H 2.208 -6.671 1.699  0.29
24 H 3.082 -5.982 0.642  0.28
25 C -3.310 -5.195 6.274  -1.41
26 C -2.649 -3.831 6.030  0.57
27 C -1.561 -3.403 7.053  -0.74
28 O -2.176 -3.230 8.337  -0.31
29 C -1.245 -3.082 9.335  -0.72
30 N -2.085 -3.807 4.663  -0.72
31 H -4.144 -5.400 5.604  0.36
32 H -3.671 -5.310 7.295  0.34
33 H -2.579 -6.001 6.203  0.34
34 H -3.448 -3.092 6.076  0.23
35 H -1.199 -2.420 6.753  0.35
36 H -0.733 -4.105 6.953  0.39
37 H -1.662 -2.984 10.337  0.25
38 H -0.682 -2.172 9.127  0.30
39 H -0.526 -3.901 9.334  0.31
40 H -2.868 -3.898 4.032  0.28
41 H -1.775 -2.872 4.437  0.25
42 C -3.378 4.016 4.826  -1.40
43 C -3.351 5.287 3.965  0.34
44 C -3.059 6.550 4.809  -0.62
45 O -3.797 6.596 6.006  -0.30
46 C -3.978 7.886 6.515  -0.72
47 N -2.238 5.198 3.049  -0.77
48 H -3.149 3.080 4.315  0.38
49 H -4.274 3.796 5.406  0.33
50 H -2.627 4.123 5.610  0.35
51 H -4.326 5.271 3.476  0.32
52 H -3.231 7.395 4.143  0.35
53 H -2.016 6.599 5.122  0.29
54 H -3.153 8.065 7.204  0.28
55 H -4.936 7.935 7.032  0.23
56 H -3.839 8.688 5.791  0.33
57 H -2.297 4.281 2.629  0.27
58 H -1.521 4.946 3.714  0.34
59 C -3.595 -6.824 -5.790  -1.17
60 C -3.271 -5.627 -4.828  0.27
61 C -3.741 -5.950 -3.394  -0.78
62 O -5.099 -6.158 -3.240  -0.33
63 C -5.487 -6.417 -1.962  -0.77
64 N -1.815 -5.438 -4.904  -0.72
65 H -4.609 -7.191 -5.629  0.30
66 H -2.878 -7.586 -5.483  0.34
67 H -3.549 -6.558 -6.846  0.31
68 H -3.669 -4.673 -5.173  0.30
69 H -3.570 -5.034 -2.828  0.38
70 H -3.146 -6.659 -2.819  0.40
71 H -5.020 -7.341 -1.621  0.35
72 H -6.565 -6.575 -1.939  0.25
73 H -5.125 -5.682 -1.242  0.30
74 H -1.429 -6.362 -4.776  0.31
75 H -1.635 -5.014 -4.005  0.25
76 C 4.357 9.370 -0.149  -1.31
77 C 4.970 7.945 0.142  0.32
78 C 5.508 7.732 1.609  -0.63
79 O 6.495 8.731 1.903  -0.33
80 C 6.655 8.816 3.324  -0.72
81 N 3.823 7.040 -0.111  -0.76
82 H 4.076 9.460 -1.198  0.35
83 H 5.015 10.229 -0.014  0.35
84 H 3.495 9.681 0.440  0.33
85 H 5.703 7.626 -0.599  0.33
86 H 5.852 6.704 1.721  0.34
87 H 4.681 8.026 2.256  0.31
88 H 5.699 9.179 3.702  0.32
89 H 7.390 9.495 3.756  0.29
90 H 6.908 7.846 3.752  0.27
91 H 3.086 7.253 0.547  0.29
92 H 4.023 6.097 0.191  0.25
93 C 8.525 0.516 -3.211  -1.42
94 C 7.634 -0.217 -4.208  0.40
95 C 7.365 -1.742 -3.944  -0.66
96 O 6.797 -2.303 -5.172  -0.30
97 C 7.087 -3.691 -5.343  -0.76
98 N 6.327 0.478 -4.300  -0.66
99 H 9.548 0.147 -3.280  0.34
100 H 8.104 0.288 -2.231  0.36
101 H 8.578 1.603 -3.265  0.40
102 H 8.079 -0.122 -5.198  0.24
103 H 6.665 -2.054 -3.169  0.31
104 H 8.325 -2.231 -3.778  0.38
105 H 8.149 -3.871 -5.506  0.31
106 H 6.551 -4.040 -6.227  0.24
107 H 6.836 -4.308 -4.480  0.31
108 H 6.412 1.461 -4.519  0.26
109 H 5.989 0.518 -3.349  0.26
110 C -6.810 1.202 -9.030  -1.35
111 C -5.895 2.436 -9.274  0.32
112 C -6.542 3.781 -8.931  -0.56
113 O -7.559 4.067 -9.951  -0.33
114 C -8.044 5.472 -9.986  -0.71
115 N -4.749 2.216 -8.371  -0.74
116 H -7.119 1.084 -7.992  0.30
117 H -6.509 0.255 -9.478  0.34
118 H -7.801 1.263 -9.478  0.37
119 H -5.529 2.418 -10.301  0.31
120 H -5.720 4.488 -9.047  0.33
121 H -6.936 3.892 -7.921  0.31
122 H -8.708 5.724 -9.160  0.27
123 H -8.468 5.684 -10.968  0.26
124 H -7.154 6.100 -9.953  0.30
125 H -5.109 2.362 -7.439  0.30
126 H -4.114 2.980 -8.551  0.26
127 C -7.773 0.020 0.289  -0.90
128 C -7.415 0.269 -1.170  -0.28
129 O -6.301 1.118 -1.327  -0.50
130 H -7.919 0.972 0.799  0.26
131 H -6.876 -0.423 0.723  0.27
132 H -8.582 -0.701 0.409  0.32
133 H -8.306 0.808 -1.490  0.24
134 H -7.333 -0.630 -1.782  0.29
135 H -5.541 0.632 -0.998  0.29
136 C 5.270 2.852 6.575  -0.99
137 C 4.876 1.934 5.372  -0.23
138 O 3.815 2.554 4.757  -0.49
139 H 5.368 3.844 6.132  0.26
140 H 6.219 2.481 6.960  0.33
141 H 4.590 2.795 7.425  0.28
142 H 4.644 0.942 5.758  0.25
143 H 5.617 1.791 4.586  0.30
144 H 3.831 2.177 3.874  0.29

- HOMO-LUMO gap: 1.508 eV
- Charge: +2

=====

no.,largest force on an atom (Eh/bohr)
1,0.0434
2,0.0578